Molecular formula: C19H18FNO2
Method: DFT, wB97M-V/def2-TZVPD

Last column: Löwdin charge in e.
Positions of all 41 atoms, in Å:
N: 7.309 -0.080 -0.353  -0.069
C: 6.823 0.847 0.740  -0.272
C: 5.166 1.012 0.786  -0.208
C: 4.386 0.158 -0.378  -0.243
C: 2.805 0.548 -0.582  -0.213
C: 2.093 -0.620 -1.542  -0.177
C: 0.519 -0.879 -1.053  -0.100
C: 0.300 -2.139 0.022  0.058
C: -1.225 -2.428 0.594  -0.021
F: -1.376 -3.540 1.590  -0.069
C: -2.439 -1.457 0.068  0.012
C: -2.257 -0.242 -1.025  -0.023
C: -0.746 0.053 -1.597  0.052
C: -3.620 0.585 -1.451  -0.187
O: -3.658 1.155 -2.676  -0.050
C: -4.892 0.675 -0.372  -0.023
C: -6.011 1.916 -0.399  0.003
C: -7.253 1.931 0.691  -0.059
C: -7.392 0.743 1.844  -0.046
C: -6.295 -0.514 1.904  0.015
C: -5.080 -0.516 0.763  -0.021
C: -3.942 -1.741 0.698  -0.191
O: -4.338 -2.914 1.224  -0.043
H: 7.771 -0.940 0.017  0.071
H: 7.888 0.412 -1.071  0.072
H: 7.165 0.445 1.808  0.114
H: 7.377 1.883 0.586  0.113
H: 4.933 2.163 0.795  0.107
H: 4.830 0.591 1.832  0.104
H: 4.925 0.388 -1.411  0.120
H: 4.469 -0.983 -0.082  0.116
H: 2.787 1.573 -1.186  0.119
H: 2.232 0.709 0.427  0.116
H: 2.708 -1.603 -1.365  0.105
H: 2.070 -0.251 -2.654  0.117
H: 1.204 -2.800 0.365  0.105
H: -0.568 0.917 -2.374  0.111
H: -5.959 2.792 -1.190  0.102
H: -8.064 2.806 0.650  0.094
H: -8.262 0.700 2.639  0.086
H: -6.381 -1.359 2.719  0.103

- DFT total energy: -1039.14036 a.u.
- Highest occupied orbital energy: -9.0 eV
- ΔE to the lowest compared entry with this formula, charge and spin: 2065.9 kJ/mol
- Kohn-Sham gap: 7.21 eV
- Strongest force on any atom: 8.449 eV/Å

=====

Molecular formula: C19H18IrN3O3
Method: DFT, wB97M-V/def2-TZVPD

Last column: Löwdin charge in e.
Positions of all 44 atoms, in Å:
Ir: 0.244 1.000 -0.008  1.379
C: 2.602 0.262 -3.630  -0.003
C: 1.928 -0.792 -4.222  0.010
C: 0.734 -1.233 -3.666  0.033
C: 0.249 -0.625 -2.525  -0.177
N: 0.933 0.388 -1.933  -0.067
C: 2.071 0.827 -2.486  -0.099
C: -1.069 -0.957 -1.922  -0.179
C: -2.025 -1.823 -2.431  0.044
C: -3.250 -1.898 -1.779  0.014
C: -3.523 -1.094 -0.679  0.043
C: -2.521 -0.249 -0.225  -0.181
N: -1.340 -0.252 -0.830  -0.002
C: -2.632 0.770 0.854  -0.181
C: -3.785 0.970 1.586  0.030
C: -3.836 2.003 2.514  0.009
C: -2.732 2.819 2.677  -0.001
C: -1.602 2.566 1.922  -0.086
N: -1.543 1.562 1.038  -0.060
H: 3.521 0.651 -4.042  0.131
H: 2.317 -1.261 -5.115  0.135
H: 0.185 -2.041 -4.126  0.126
H: 2.559 1.656 -1.992  0.123
H: -1.844 -2.412 -3.318  0.127
H: -4.013 -2.567 -2.153  0.134
H: -4.497 -1.124 -0.213  0.126
H: -4.644 0.334 1.433  0.125
H: -4.736 2.170 3.091  0.135
H: -2.734 3.644 3.376  0.131
H: -0.713 3.174 2.018  0.110
C: 2.525 -1.899 2.798  -0.027
C: 2.299 -0.857 1.769  -0.377
C: 3.305 -0.485 0.749  -0.050
O: 0.982 -0.800 1.255  -0.126
C: 2.573 2.169 2.576  -0.391
O: 3.481 2.010 3.257  0.280
O: 1.645 2.335 1.881  0.089
H: 2.486 -2.907 2.363  0.106
H: 1.784 -1.849 3.600  0.094
H: 3.508 -1.772 3.248  0.100
H: 3.360 -1.234 -0.054  0.103
H: 4.292 -0.410 1.204  0.104
H: 3.080 0.481 0.281  0.048
H: 0.374 -1.249 1.858  0.119

- DFT total energy: -1228.54152 a.u.
- Highest occupied orbital energy (alpha / beta): -13.4 / -15.4 eV
- ΔE to the lowest compared entry with this formula, charge and spin: 0.0 kJ/mol
- Kohn-Sham gap (alpha / beta): 6.57 / 7.72 eV
- Total charge: +2
- Strongest force on any atom: 0.124 eV/Å
- 2S+1: 5

=====

Molecular formula: C19H18LuNO2
Method: DFT, wB97M-V/def2-TZVPD

Last column: Löwdin charge in e.
Positions of all 41 atoms, in Å:
C: 0.555 -2.351 3.661  -0.216
C: -0.782 -2.493 3.176  -0.213
C: -0.810 -2.125 1.792  -0.226
H: -1.644 -2.934 3.688  0.110
C: 0.544 -1.806 1.400  -0.221
C: 1.389 -1.975 2.557  -0.195
H: 2.474 -1.971 2.561  0.102
H: 0.895 -2.568 4.683  0.111
H: -1.679 -2.213 1.136  0.093
H: 0.895 -1.592 0.389  0.090
C: -0.942 2.272 2.271  -0.210
C: -0.516 2.415 3.630  -0.214
C: 0.885 2.161 3.681  -0.208
H: -1.174 2.705 4.448  0.109
C: 1.332 1.869 2.351  -0.212
C: 0.198 1.893 1.473  -0.225
H: 0.257 1.822 0.389  0.098
H: -1.944 2.459 1.900  0.100
H: 1.499 2.234 4.576  0.110
H: 2.384 1.801 2.071  0.109
Lu: -0.185 0.002 2.986  1.597
O: -0.151 -0.184 -1.563  -0.095
C: -1.379 -0.791 -2.027  -0.089
C: -0.099 -0.971 -2.817  -0.206
H: -1.722 -1.640 -1.436  0.100
H: -2.128 -0.115 -2.453  0.115
H: 0.393 -1.950 -2.710  0.148
H: 0.923 -1.922 -5.148  0.111
C: 0.625 -0.873 -5.226  -0.038
C: 0.108 -0.225 -4.073  -0.179
C: -0.299 1.125 -4.194  -0.030
H: -0.724 1.645 -3.331  0.114
C: -0.161 1.802 -5.410  -0.082
H: -0.457 2.852 -5.474  0.104
C: 0.344 1.148 -6.544  -0.088
H: 0.436 1.683 -7.495  0.103
C: 0.723 -0.201 -6.443  -0.089
H: 1.097 -0.723 -7.327  0.104
O: -0.220 -0.047 7.471  0.063
C: -0.375 -0.087 6.293  -0.477
N: -0.564 -0.133 5.089  -0.076

- DFT total energy: -2175.59114 a.u.
- Highest occupied orbital energy: -8.4 eV
- Kohn-Sham gap: 8.51 eV
- Strongest force on any atom: 2.821 eV/Å

=====

Molecular formula: C19H18N2O2
Method: DFT, wB97M-V/def2-TZVPD

Last column: Löwdin charge in e.
Positions of all 41 atoms, in Å:
C: -0.251 -4.158 3.557  -0.057
C: -0.152 -3.076 2.506  -0.277
C: -0.688 -1.803 2.687  -0.031
C: -0.259 -0.730 1.903  -0.047
C: 0.620 -0.936 0.869  -0.176
C: 0.890 0.310 0.000  -0.088
C: 1.563 -0.004 -1.365  -0.173
C: 2.609 0.762 -1.905  -0.024
C: 2.858 0.616 -3.270  -0.073
C: 2.239 -0.389 -4.047  -0.083
C: 1.342 -1.262 -3.448  -0.075
C: 1.006 -1.038 -2.109  -0.062
N: -0.225 1.453 -0.043  0.070
C: -1.612 1.446 -0.099  0.007
C: -2.414 2.558 -0.038  -0.168
C: -3.918 2.547 0.053  -0.047
C: -1.799 3.876 -0.094  -0.428
O: -2.331 4.981 -0.083  0.068
N: -0.422 3.791 -0.222  0.205
C: 0.401 2.699 -0.036  -0.452
O: 1.606 2.872 0.100  0.049
C: 1.207 -2.202 0.692  -0.025
C: 0.752 -3.276 1.462  -0.041
H: -0.219 -5.161 3.125  0.075
H: 0.597 -4.054 4.247  0.090
H: -1.164 -4.131 4.146  0.072
H: -1.418 -1.632 3.479  0.114
H: -0.693 0.247 2.070  0.111
H: 1.601 0.976 0.572  0.145
H: 3.132 1.557 -1.309  0.126
H: 3.560 1.317 -3.722  0.102
H: 2.473 -0.555 -5.088  0.097
H: 0.872 -2.056 -4.018  0.103
H: 0.204 -1.608 -1.659  0.111
H: -2.080 0.462 -0.156  0.145
H: -4.396 3.539 0.081  0.086
H: -4.389 2.036 -0.783  0.077
H: -4.275 2.031 0.939  0.075
H: 0.049 4.688 -0.223  0.168
H: 1.952 -2.424 -0.081  0.119
H: 1.169 -4.268 1.309  0.114

- DFT total energy: -994.82638 a.u.
- Highest occupied orbital energy: -8.9 eV
- ΔE to the lowest compared entry with this formula, charge and spin: 86.4 kJ/mol
- Kohn-Sham gap: 9.42 eV
- Strongest force on any atom: 2.042 eV/Å